Formula: C4H3O2Pb
Source: the OMol25 dataset
Level of theory: wB97M-V/def2-TZVPD

Values from the calculation:
Frontier orbital gap (spin up / spin down) = 5.22 / 6.17 eV
Molar mass = 290.266 g/mol
HOMO energy (spin up / spin down) = -7.09 / -8.02 eV
Energy relative to the best compared isomer or geometry (same formula, charge and spin) = 182.5 kJ/mol
LUMO energy (spin up / spin down) = -1.9 / -1.9 eV

Geometry as ORCA input:
```
! wB97M-V def2-TZVPD RIJCOSX def2/J DEFGRID3
* xyz 0 2
O -2.024 -1.113 0.556
C -1.678 -0.105 -0.235
C -0.441 0.515 -0.213
C 0.779 -0.191 -0.269
C 2.041 0.400 -0.162
O 2.443 1.198 0.737
H -0.457 1.619 -0.119
H 2.802 0.067 -0.910
Pb -0.846 -2.814 0.363
H -2.619 0.422 0.252
*
```

Formula: C12H17O2Si
Source: the OMol25 dataset
Level of theory: wB97M-V/def2-TZVPD

Values from the calculation:
Frontier orbital gap (spin up / spin down) = 3.43 / 7.29 eV
Molar mass = 221.352 g/mol
HOMO energy (spin up / spin down) = 0.00 / -4.91 eV
Energy relative to the best compared isomer or geometry (same formula, charge and spin) = 0.0 kJ/mol
LUMO energy (spin up / spin down) = 3.4 / 2.4 eV

Geometry as ORCA input:
```
! wB97M-V def2-TZVPD RIJCOSX def2/J DEFGRID3
* xyz -1 3
C 3.660 -2.199 0.057
C 2.397 -2.360 -0.428
C 4.009 -0.901 0.566
C 1.501 -1.377 -0.496
C 3.074 0.129 0.498
C 1.706 -0.102 0.064
C -0.593 0.900 0.018
C 1.653 3.123 -0.954
C -3.437 0.119 1.521
C -3.059 -2.349 -0.712
C 1.198 2.405 0.283
C 0.738 0.952 0.136
O -1.209 -0.371 -0.358
O -1.426 1.766 0.088
Si -2.829 -0.503 -0.224
H 4.385 -2.881 -0.148
H 2.039 -3.376 -0.875
H 4.958 -0.729 1.061
H 0.402 -1.435 -0.805
H 3.257 0.951 1.079
H 0.961 4.056 -1.200
H 1.597 2.552 -1.856
H 2.609 3.390 -0.802
H -2.442 0.405 1.962
H -3.829 1.093 1.327
H -4.040 -0.385 2.267
H -2.518 -2.682 -1.582
H -2.973 -3.221 -0.039
H -4.025 -2.151 -1.132
H 2.155 2.514 0.886
H 0.382 3.016 0.866
H -3.817 0.243 -1.160
*
```

Formula: C6H10
Source: the OMol25 dataset
Level of theory: wB97M-V/def2-TZVPD

Values from the calculation:
Frontier orbital gap = 9.90 eV
Molar mass = 82.146 g/mol
HOMO energy = -8.73 eV
Energy relative to the best compared isomer or geometry (same formula, charge and spin) = 5.5 kJ/mol
LUMO energy = 1.2 eV

Geometry as ORCA input:
```
! wB97M-V def2-TZVPD RIJCOSX def2/J DEFGRID3
* xyz 0 1
C -2.099 -0.726 -0.122
C -0.666 -0.299 0.023
C 0.201 -0.717 0.947
C 1.582 -0.146 0.732
C 1.304 1.038 -0.218
C 0.000 0.658 -0.947
H -2.177 -1.699 -0.620
H -2.583 -0.820 0.854
H -2.671 -0.009 -0.718
H -0.035 -1.427 1.738
H 2.078 0.161 1.659
H 2.237 -0.895 0.261
H 1.123 1.937 0.382
H 2.138 1.254 -0.892
H 0.193 0.160 -1.909
H -0.626 1.531 -1.171
*
```

Formula: C3H35NO13
Source: the OMol25 dataset
Level of theory: wB97M-V/def2-TZVPD

Values from the calculation:
Frontier orbital gap = 9.79 eV
Molar mass = 293.307 g/mol
HOMO energy = -9.58 eV
Energy relative to the best compared isomer or geometry (same formula, charge and spin) = 0.0 kJ/mol
LUMO energy = 0.2 eV

Geometry as ORCA input:
```
! wB97M-V def2-TZVPD RIJCOSX def2/J DEFGRID3
* xyz 0 1
C -0.259 0.092 -0.337
C -1.331 0.990 0.289
C -1.001 1.765 1.578
N -1.572 2.020 -0.799
H -0.094 -0.793 0.323
H -0.406 -0.055 -1.460
H 0.692 0.581 -0.290
H -2.259 0.449 0.412
H -1.355 1.237 2.435
H 0.030 1.917 1.789
H -1.444 2.782 1.552
H -0.792 2.576 -1.019
H -2.317 2.580 -0.544
H -1.846 0.059 -2.934
H -2.642 1.021 -2.037
O -2.688 0.164 -2.460
H -1.124 1.615 -3.840
H 0.021 1.840 -2.917
O -0.256 1.281 -3.677
H -1.574 -1.675 3.162
H -0.040 -1.531 3.218
O -0.756 -2.146 3.201
H 2.439 0.653 3.122
H 1.597 1.737 3.267
O 2.458 1.560 2.914
H 2.504 1.850 1.236
H 2.881 1.626 -0.290
O 2.465 2.203 0.332
H -1.877 -2.051 -1.450
H -3.235 -1.379 -1.544
O -2.791 -2.141 -1.096
H 3.294 -1.348 -1.209
H 2.285 -0.362 -1.857
O 2.683 -0.590 -1.003
H 2.074 -1.455 2.341
H 2.097 -1.608 3.976
O 1.951 -1.028 3.205
H -2.959 -1.626 0.473
H -3.925 -1.892 1.506
O -2.988 -1.555 1.508
H 2.736 0.021 -3.908
H 1.305 -0.488 -3.650
O 2.250 -0.749 -3.640
H -0.863 -3.065 1.720
H -1.213 -3.779 0.486
O -0.473 -3.562 0.980
H 1.068 -2.758 0.939
H 1.767 -1.679 0.083
O 1.852 -2.199 0.925
H 1.257 2.342 -1.121
H 1.432 3.666 -2.061
O 0.944 2.888 -1.827
*
```

Formula: C30H35BCdF6N13O4S2
Source: the OMol25 dataset
Level of theory: wB97M-V/def2-TZVPD

Values from the calculation:
Frontier orbital gap (spin up / spin down) = 7.56 / 8.38 eV
Molar mass = 943.043 g/mol
HOMO energy (spin up / spin down) = -7.94 / -8.79 eV
Energy relative to the best compared isomer or geometry (same formula, charge and spin) = 55.9 kJ/mol
LUMO energy (spin up / spin down) = -0.4 / -0.4 eV

Geometry as ORCA input:
```
! wB97M-V def2-TZVPD RIJCOSX def2/J DEFGRID3
* xyz 0 2
Cd -0.697 -0.208 0.247
C -1.942 1.250 4.197
C -1.443 0.231 3.386
N -1.031 0.724 2.227
N -1.268 2.054 2.246
C -1.811 2.388 3.432
B -0.831 3.040 1.113
N -1.512 2.699 -0.258
C -2.440 3.354 -0.968
C -2.671 2.666 -2.144
C -1.824 1.568 -2.072
N -1.106 1.600 -0.949
N 0.696 2.959 0.888
C 1.533 3.933 0.472
C 2.808 3.418 0.434
C 2.641 2.083 0.837
N 1.373 1.808 1.096
N -1.206 4.437 1.608
C -0.467 5.317 2.328
C -1.297 6.319 2.760
C -2.560 5.957 2.258
N -2.505 4.827 1.577
H -2.346 1.171 5.191
H -1.352 -0.825 3.586
H -2.078 3.407 3.655
H -2.889 4.250 -0.582
H -3.365 2.918 -2.926
H -1.722 0.742 -2.758
H 1.172 4.912 0.203
H 3.715 3.932 0.164
H 3.390 1.320 0.975
H 0.578 5.151 2.532
H -1.030 7.179 3.350
H -3.505 6.469 2.364
C 3.737 0.338 -1.604
N 2.706 -0.460 -0.944
C 2.973 -1.378 -0.049
C 2.066 -2.095 0.716
C 2.412 -3.179 1.559
C 1.237 -3.664 2.084
C 0.215 -2.848 1.552
N 0.690 -1.913 0.732
C 4.142 -0.163 -2.967
C 3.342 0.099 -4.075
C 3.715 -0.344 -5.333
C 4.894 -1.060 -5.496
C 5.700 -1.321 -4.398
C 5.325 -0.869 -3.140
H 4.602 0.368 -0.941
H 3.359 1.358 -1.678
H 4.027 -1.576 0.127
H 3.413 -3.547 1.726
H 1.105 -4.490 2.763
H -0.848 -2.920 1.741
H 2.427 0.669 -3.948
H 3.088 -0.129 -6.190
H 5.188 -1.404 -6.479
H 6.624 -1.870 -4.521
H 5.964 -1.065 -2.286
F -5.025 -0.188 3.019
C -4.835 -1.071 2.041
F -5.869 -1.907 2.005
F -3.731 -1.777 2.317
S -4.672 -0.180 0.434
O -3.408 0.503 0.510
O -5.882 0.564 0.336
N -4.669 -1.346 -0.643
S -3.378 -2.086 -1.113
O -2.217 -1.962 -0.238
O -3.138 -1.967 -2.521
C -3.878 -3.840 -0.828
F -4.743 -4.233 -1.756
F -2.794 -4.624 -0.891
F -4.426 -3.985 0.373
C 1.666 -3.502 -3.984
C 0.234 -3.000 -3.772
C -0.730 -4.180 -3.768
C -0.165 -2.010 -4.859
N 0.176 -2.351 -2.448
N 0.157 -1.058 -2.179
H 1.761 -3.971 -4.965
H 1.924 -4.244 -3.226
H 2.380 -2.681 -3.918
H -0.630 -4.731 -4.704
H -1.759 -3.839 -3.667
H -0.501 -4.866 -2.950
H -0.225 -2.542 -5.808
H 0.570 -1.211 -4.981
H -1.147 -1.579 -4.652
H 0.128 -2.942 -1.628
H 0.068 -0.545 -3.053
H 1.730 -0.347 -1.234
*
```

Formula: C4H12CsO4
Source: the OMol25 dataset
Level of theory: wB97M-V/def2-TZVPD

Values from the calculation:
Frontier orbital gap = 9.07 eV
Molar mass = 257.041 g/mol
HOMO energy = -12.78 eV
Energy relative to the best compared isomer or geometry (same formula, charge and spin) = 152.0 kJ/mol
LUMO energy = -3.7 eV

Geometry as ORCA input:
```
! wB97M-V def2-TZVPD RIJCOSX def2/J DEFGRID3
* xyz 1 1
Cs 10.198 -7.282 -37.093
C 5.857 -3.636 -36.615
C 6.588 -3.554 -35.230
O 7.416 -4.608 -35.049
O 6.823 -3.491 -37.652
H 5.020 -2.986 -36.871
H 5.528 -4.660 -36.791
H 5.906 -3.388 -34.396
H 7.110 -2.598 -35.239
H 7.003 -5.397 -34.690
H 6.394 -3.978 -38.359
C 12.438 -8.835 -32.875
C 12.046 -8.143 -31.553
O 11.615 -9.007 -30.541
O 11.282 -9.472 -33.376
H 13.009 -9.717 -32.582
H 12.967 -8.216 -33.600
H 11.373 -7.290 -31.645
H 13.014 -7.731 -31.269
H 11.652 -8.489 -29.734
H 11.079 -10.155 -32.732
*
```

Formula: C41H58AsCaN7O9P2S
Source: the OMol25 dataset
Level of theory: wB97M-V/def2-TZVPD

Values from the calculation:
Frontier orbital gap = 8.20 eV
Molar mass = 1001.970 g/mol
HOMO energy = -7.99 eV
Energy relative to the best compared isomer or geometry (same formula, charge and spin) = 88.7 kJ/mol
LUMO energy = 0.2 eV

Geometry as ORCA input:
```
! wB97M-V def2-TZVPD RIJCOSX def2/J DEFGRID3
* xyz 0 1
Ca -0.007 0.246 1.140
O -2.418 3.011 2.694
C -1.301 2.561 2.467
O -0.799 2.316 1.308
C -0.348 2.347 3.670
C 1.118 2.497 3.242
C 2.020 2.773 4.447
C 2.059 1.382 5.130
C 1.174 0.560 4.189
O 1.486 1.132 2.894
C -0.315 0.941 4.369
C -1.146 -0.257 3.856
O -1.231 -1.212 4.637
O -1.582 -0.228 2.661
H -0.624 3.098 4.408
H 1.271 3.129 2.372
H 1.609 3.554 5.085
H 3.014 3.082 4.125
H 1.672 1.387 6.147
H 3.073 0.982 5.150
H 1.372 -0.507 4.167
H -0.550 1.035 5.427
C 2.642 -4.974 3.362
N 1.801 -3.792 3.288
C 1.075 -3.498 4.528
P 1.069 -3.256 1.909
O 0.865 -1.797 1.902
O 2.109 -3.751 0.774
P 2.900 -2.715 -0.217
O 2.049 -1.941 -1.131
N 3.863 -3.791 -1.025
C 4.405 -4.998 -0.428
C 3.825 -3.829 -2.481
N 3.739 -1.770 0.824
C 4.664 -2.308 1.802
C 3.867 -0.335 0.582
N -0.305 -4.090 1.562
C -0.233 -5.540 1.510
C -1.590 -3.562 2.034
H 3.467 -4.795 4.056
H 3.055 -5.213 2.385
H 2.083 -5.845 3.720
H 1.779 -3.171 5.296
H 0.552 -4.388 4.894
H 0.330 -2.714 4.378
H 4.456 -4.913 0.654
H 5.417 -5.168 -0.802
H 3.793 -5.873 -0.674
H 3.378 -2.916 -2.864
H 3.236 -4.679 -2.840
H 4.841 -3.925 -2.872
H 4.363 -3.306 2.113
H 4.647 -1.671 2.689
H 5.690 -2.347 1.420
H 3.104 0.001 -0.117
H 4.856 -0.086 0.182
H 3.720 0.198 1.525
H 0.716 -5.858 1.078
H -1.035 -5.913 0.870
H -0.347 -5.999 2.499
H -1.589 -2.474 2.050
H -1.819 -3.897 3.050
H -2.380 -3.917 1.367
N -10.539 3.082 -5.517
C -9.559 2.995 -4.922
C -8.332 2.888 -4.183
C -7.923 3.928 -3.352
C -6.736 3.831 -2.651
C -5.956 2.686 -2.764
C -6.372 1.636 -3.578
C -7.548 1.741 -4.294
N -4.745 2.584 -2.054
C -4.450 3.075 -0.793
C -3.164 2.718 -0.536
N -2.652 2.020 -1.614
C -3.612 1.959 -2.494
H -8.534 4.817 -3.270
H -6.402 4.649 -2.027
H -5.783 0.731 -3.630
H -7.875 0.928 -4.928
H -5.184 3.579 -0.189
H -2.585 2.869 0.364
H -3.557 1.494 -3.466
C -3.482 -1.179 -0.949
As -1.536 -1.218 -1.136
C -1.324 -3.144 -1.397
C -1.338 -0.725 -3.018
H -3.980 -1.581 -1.831
H -3.801 -0.153 -0.774
H -3.752 -1.776 -0.078
H -1.857 -3.469 -2.291
H -1.710 -3.677 -0.532
H -0.260 -3.357 -1.500
H -2.061 -1.264 -3.631
H -0.330 -0.994 -3.336
H -1.469 0.349 -3.118
O 1.339 1.224 -0.560
S 0.797 1.900 -1.790
C 2.199 1.887 -2.914
C 2.607 2.982 -3.659
C 3.667 2.838 -4.545
C 4.304 1.614 -4.679
C 3.883 0.522 -3.930
C 2.822 0.650 -3.048
C 0.702 3.635 -1.415
C 1.556 4.177 -0.466
C 1.432 5.517 -0.144
C 0.461 6.294 -0.767
C -0.393 5.736 -1.706
C -0.283 4.389 -2.028
H 2.116 3.939 -3.543
H 3.998 3.689 -5.126
H 5.132 1.508 -5.368
H 4.381 -0.434 -4.034
H 2.484 -0.195 -2.454
H 2.285 3.539 0.019
H 2.082 5.957 0.601
H 0.361 7.339 -0.504
H -1.162 6.340 -2.169
H -0.971 3.917 -2.718
*
```

Formula: C3H6NOP
Source: the OMol25 dataset
Level of theory: wB97M-V/def2-TZVPD

Values from the calculation:
Frontier orbital gap = 9.21 eV
Molar mass = 103.061 g/mol
HOMO energy = -9.40 eV
Energy relative to the best compared isomer or geometry (same formula, charge and spin) = 153.6 kJ/mol
LUMO energy = -0.2 eV

Geometry as ORCA input:
```
! wB97M-V def2-TZVPD RIJCOSX def2/J DEFGRID3
* xyz 0 1
H -1.154 0.624 -1.922
N -0.339 0.640 -1.447
C -0.558 0.057 -0.297
P -2.199 -0.410 0.550
C 0.548 -0.220 0.659
C 1.852 -0.262 -0.005
O 0.317 -0.338 1.828
H -1.698 0.545 1.532
H -3.108 0.316 -0.235
H 1.964 -1.339 -0.170
H 1.685 0.284 -0.998
H 2.689 0.102 0.504
*
```

Taking the records one at a time from the top gives DFT total energy values of -13532.607 -24690.047 -6383.803 -31787.712 -102457.183 -13073.231 -181016.085 -16032.613 eV.